Entry 1:
{"formula": "C40H44BrCrF5N2OS", "method": "wB97M-V/def2-TZVPD", "species": ["Cr", "C", "C", "C", "C", "C", "C", "C", "C", "N", "C", "C", "C", "C", "N", "C", "C", "C", "C", "C", "C", "C", "C", "H", "H", "H", "H", "H", "H", "H", "H", "H", "H", "H", "H", "H", "H", "H", "H", "H", "H", "H", "H", "H", "H", "H", "H", "C", "C", "C", "C", "C", "C", "C", "Br", "C", "O", "C", "C", "C", "C", "C", "C", "H", "H", "H", "H", "H", "H", "H", "H", "H", "H", "H", "H", "H", "H", "H", "H", "H", "H", "H", "H", "F", "C", "C", "F", "C", "F", "C", "S", "C", "F", "C", "F"], "xyz": [[0.13, 1.18, -0.93], [-0.41, 5.13, -1.97], [-0.57, 4.99, -0.49], [-0.32, 6.07, 0.35], [-0.47, 5.95, 1.73], [-0.90, 4.76, 2.28], [-1.17, 3.66, 1.47], [-1.66, 2.36, 2.06], [-0.98, 3.79, 0.09], [-1.19, 2.64, -0.74], [-2.34, 2.48, -1.36], [-3.50, 3.41, -1.23], [-2.41, 1.32, -2.22], [-3.64, 1.05, -3.03], [-1.35, 0.56, -2.22], [-1.22, -0.52, -3.15], [-0.76, -0.22, -4.43], [-0.42, 1.20, -4.82], [-0.60, -1.26, -5.33], [-0.88, -2.57, -4.96], [-1.31, -2.84, -3.67], [-1.49, -1.82, -2.74], [-1.96, -2.15, -1.35], [0.38, 5.84, -2.20], [-1.33, 5.48, -2.44], [-0.14, 4.18, -2.43], [0.02, 7.00, -0.08], [-0.25, 6.80, 2.37], [-1.03, 4.67, 3.35], [-1.62, 2.39, 3.14], [-1.06, 1.52, 1.71], [-2.69, 2.17, 1.76], [-3.29, 4.21, -0.53], [-4.39, 2.87, -0.88], [-3.75, 3.85, -2.20], [-4.49, 0.89, -2.38], [-3.50, 0.16, -3.65], [-3.87, 1.90, -3.67], [0.14, 1.70, -4.04], [-1.32, 1.79, -5.01], [0.18, 1.21, -5.73], [-0.24, -1.05, -6.33], [-0.75, -3.38, -5.67], [-1.51, -3.86, -3.37], [-1.35, -2.95, -0.92], [-2.99, -2.49, -1.36], [-1.89, -1.29, -0.68], [3.19, -5.71, -0.58], [2.20, -5.44, 0.55], [1.01, -6.39, 0.40], [2.91, -5.73, 1.88], [1.70, -4.00, 0.53], [1.98, -3.12, -0.50], [1.44, -1.84, -0.45], [1.85, -0.62, -1.86], [0.63, -1.34, 0.57], [0.12, -0.13, 0.51], [0.36, -2.24, 1.64], [0.89, -3.52, 1.58], [-0.48, -1.79, 2.84], [-1.88, -1.37, 2.37], [0.23, -0.62, 3.53], [-0.66, -2.90, 3.87], [3.57, -6.73, -0.50], [4.04, -5.03, -0.54], [2.72, -5.61, -1.56], [1.34, -7.43, 0.41], [0.49, -6.20, -0.54], [0.29, -6.25, 1.21], [3.28, -6.76, 1.89], [2.25, -5.61, 2.74], [3.76, -5.06, 2.02], [2.60, -3.39, -1.33], [0.67, -4.20, 2.39], [-1.84, -0.55, 1.65], [-2.48, -1.05, 3.22], [-2.39, -2.22, 1.90], [0.34, 0.23, 2.87], [1.22, -0.92, 3.87], [-0.35, -0.30, 4.41], [-1.20, -3.76, 3.45], [-1.25, -2.52, 4.70], [0.29, -3.25, 4.27], [4.09, 4.00, 4.55], [3.61, 3.70, 3.34], [3.36, 2.38, 2.99], [3.59, 1.41, 3.88], [2.87, 2.08, 1.73], [2.67, 0.79, 1.44], [2.60, 3.07, 0.78], [1.95, 2.74, -0.81], [2.88, 4.38, 1.16], [2.66, 5.38, 0.31], [3.38, 4.69, 2.41], [3.64, 5.97, 2.73]], "lowdin_spin": [3.33, 0.00, 0.00, 0.00, 0.00, 0.00, 0.00, 0.00, 0.01, 0.04, 0.16, 0.02, 0.13, 0.02, 0.08, 0.01, 0.00, 0.01, 0.00, 0.00, 0.00, 0.00, 0.00, 0.00, 0.00, 0.00, 0.00, 0.00, 0.00, 0.00, 0.00, 0.00, 0.00, 0.01, 0.01, 0.01, 0.00, 0.01, 0.01, 0.00, 0.00, 0.00, 0.00, 0.00, 0.00, 0.00, 0.00, 0.00, 0.00, 0.00, 0.00, 0.01, 0.00, 0.01, 0.01, 0.01, 0.07, 0.00, 0.00, 0.00, 0.00, 0.00, 0.00, 0.00, 0.00, 0.00, 0.00, 0.00, 0.00, 0.00, 0.00, 0.00, 0.00, 0.00, 0.00, 0.00, 0.00, 0.00, 0.00, 0.00, 0.00, 0.00, 0.00, 0.00, 0.00, 0.00, 0.00, 0.00, 0.00, 0.01, 0.02, 0.00, 0.00, 0.00, 0.00], "e_homo_ev": [-7.4, -7.6], "e_above_lowest_kj_mol": 40.48, "spin_multiplicity": 5}

Entry 2:
{"formula": "C40H44BrF13O8S", "method": "wB97M-V/def2-TZVPD", "species": ["O", "C", "C", "C", "C", "C", "C", "C", "C", "C", "C", "C", "C", "C", "C", "C", "F", "C", "O", "C", "C", "Br", "C", "C", "O", "C", "F", "F", "F", "C", "C", "S", "O", "O", "C", "F", "F", "C", "F", "F", "C", "F", "F", "C", "F", "F", "F", "C", "H", "H", "H", "H", "H", "H", "H", "H", "H", "H", "H", "H", "H", "H", "C", "C", "O", "C", "C", "H", "H", "H", "H", "H", "H", "H", "H", "H", "H", "C", "C", "O", "C", "C", "H", "H", "H", "H", "H", "H", "H", "H", "H", "H", "C", "C", "O", "C", "C", "H", "H", "H", "H", "H", "H", "H", "H", "H", "H"], "xyz": [[-1.02, -2.34, 0.10], [-0.24, -2.16, -0.78], [0.19, -0.80, -1.20], [1.41, -0.63, -1.83], [1.86, 0.61, -2.28], [1.03, 1.70, -2.12], [-0.20, 1.60, -1.48], [-1.07, 2.81, -1.31], [-2.02, 3.09, -2.49], [-1.29, 3.14, -3.81], [-0.38, 4.16, -4.04], [0.35, 4.25, -5.22], [0.16, 3.28, -6.19], [-0.74, 2.25, -5.98], [-1.47, 2.18, -4.80], [-0.60, 0.34, -1.02], [-1.79, 0.24, -0.44], [2.28, -1.81, -2.04], [3.47, -1.70, -2.09], [1.58, -3.12, -2.21], [2.15, -4.14, -2.98], [3.83, -3.98, -3.82], [1.47, -5.34, -3.16], [2.03, -6.46, -4.01], [0.97, -7.33, -4.41], [0.78, -7.40, -5.74], [0.42, -6.23, -6.26], [-0.18, -8.28, -5.97], [1.88, -7.80, -6.38], [0.25, -5.51, -2.53], [-0.32, -4.53, -1.74], [-1.91, -5.04, -1.10], [-2.23, -6.25, -1.81], [-2.91, -4.02, -1.17], [-1.77, -5.64, 0.68], [-2.07, -4.70, 1.56], [-2.71, -6.57, 0.75], [-0.40, -6.30, 1.03], [0.21, -6.76, -0.07], [-0.65, -7.37, 1.81], [0.54, -5.39, 1.87], [0.45, -4.11, 1.50], [0.17, -5.54, 3.15], [2.05, -5.80, 1.78], [2.20, -7.11, 1.73], [2.68, -5.35, 2.85], [2.60, -5.24, 0.71], [0.34, -3.30, -1.58], [2.81, 0.68, -2.77], [1.36, 2.65, -2.50], [-0.43, 3.68, -1.16], [-1.68, 2.71, -0.41], [-2.80, 2.34, -2.55], [-2.45, 4.07, -2.33], [-0.22, 4.92, -3.28], [1.05, 5.05, -5.35], [0.72, 3.34, -7.11], [-0.88, 1.49, -6.74], [-2.15, 1.36, -4.63], [2.77, -7.01, -3.44], [2.48, -6.00, -4.88], [-0.28, -6.43, -2.67], [-1.04, 8.32, -1.81], [-0.23, 7.41, -0.90], [1.14, 7.34, -1.24], [1.86, 8.55, -1.21], [1.88, 9.22, 0.16], [-0.96, 8.00, -2.85], [-2.10, 8.30, -1.52], [-0.71, 9.36, -1.76], [-0.61, 6.39, -0.98], [-0.35, 7.71, 0.15], [1.49, 9.25, -1.97], [2.88, 8.29, -1.49], [0.88, 9.51, 0.49], [2.49, 10.12, 0.13], [2.30, 8.54, 0.91], [-1.00, -3.72, 8.19], [-2.36, -3.99, 7.55], [-2.89, -2.89, 6.83], [-2.11, -2.42, 5.75], [-1.85, -3.46, 4.67], [-1.06, -2.87, 8.86], [-0.68, -4.59, 8.76], [-0.24, -3.51, 7.44], [-3.09, -4.21, 8.33], [-2.31, -4.88, 6.91], [-1.16, -2.01, 6.11], [-2.67, -1.59, 5.32], [-1.29, -4.31, 5.04], [-1.29, -3.02, 3.84], [-2.80, -3.84, 4.27], [1.44, 5.09, 4.17], [0.33, 5.05, 3.14], [0.50, 4.06, 2.14], [0.57, 2.72, 2.60], [-0.67, 2.26, 3.33], [2.41, 5.25, 3.69], [1.27, 5.90, 4.88], [1.50, 4.16, 4.74], [0.30, 6.00, 2.60], [-0.65, 4.94, 3.63], [1.46, 2.57, 3.21], [0.70, 2.11, 1.70], [-0.85, 2.84, 4.25], [-0.57, 1.22, 3.61], [-1.56, 2.37, 2.70]], "mulliken_charge": [-0.68, 0.42, -0.03, 0.95, -1.47, 0.07, -0.17, -0.72, -1.23, 0.45, -0.15, -0.83, -0.38, -0.75, -0.30, 0.75, -0.39, -0.23, -0.60, 1.07, -0.69, -0.14, 0.79, -1.71, -0.29, 0.88, -0.26, -0.26, -0.26, -0.94, 0.49, 1.66, -0.77, -0.69, 0.77, -0.17, -0.30, 0.36, -0.23, -0.31, 0.63, -0.15, -0.32, 0.48, -0.25, -0.27, -0.17, -0.46, 0.53, 0.64, 0.12, 0.38, 0.45, 0.40, 0.59, 0.45, 0.40, 0.40, 0.41, 0.37, 0.78, 0.88, -1.28, 0.13, -0.36, -0.33, -1.05, 0.30, 0.42, 0.35, 0.08, 0.17, 0.33, 0.33, 0.27, 0.40, 0.26, -1.01, -0.31, -0.44, -0.62, -0.56, 0.29, 0.39, 0.25, 0.35, 0.28, 0.34, 0.33, 0.22, 0.21, 0.29, -1.15, -0.23, -0.29, -0.21, -1.12, 0.30, 0.41, 0.29, 0.19, 0.33, 0.32, 0.17, 0.37, 0.40, 0.24], "smiles": "O=C1c2c(ccc(CCc3ccccc3)c2F)C(=O)c2c(Br)c(COC(F)(F)F)cc(S(=O)(=O)C(F)(F)C(F)(F)C(F)(F)C(F)(F)F)c21.CCOCC.CCOCC.CCOCC", "e_homo_ev": -9.3}